C57H56KNO8PS as an isolated structure in a non-equilibrium geometry. Source: the OMol25 dataset; level of theory: ωB97M-V/def2-TZVPD.

ORCA input file:
```
! wB97M-V def2-TZVPD RIJCOSX def2/J DEFGRID3
* xyz -1 1
O -4.2862 -0.5191 -2.0685
O 0.7687 1.8969 0.5172
H 4.5366 0.0395 2.9686
H 6.0822 -4.8039 -0.9916
H -6.1918 0.3363 -3.7344
C -4.4412 1.8874 -2.2517
K -0.5567 -0.3136 -0.1736
H 7.1357 -3.1256 -2.4992
H -1.9634 1.3570 3.2785
H -0.1057 -3.7149 0.9830
C -4.3838 -0.0340 0.2252
H -2.6442 -5.8908 -3.4912
C -3.5611 0.9621 1.1866
C 1.9080 -3.0368 1.3324
H 0.7917 -1.8656 -2.8121
C 0.4578 -3.7951 -3.6675
C 0.9909 4.1377 1.8117
C -2.8768 0.8902 3.6137
O -5.4639 0.5690 -0.4961
H -2.1290 3.1123 0.5267
C -2.6467 -2.5213 1.8241
H 2.0259 4.1535 1.4739
H 3.8424 -2.3996 2.0166
H -4.4029 -0.2119 6.4302
C -4.7083 -3.3834 1.0078
H -6.8657 -0.5793 -2.3721
C -4.8690 5.0930 0.7973
H -2.3060 -2.7063 3.9295
H 4.0908 0.4719 -2.7708
H -5.6699 -2.4317 -1.7244
H -5.0148 -5.8353 -4.2219
C -5.1389 0.5871 -1.8748
H -5.9972 -4.2814 2.4624
H 6.0111 -0.9691 -2.8853
C 2.7519 -3.4038 3.5613
H -1.8057 -4.1690 -1.8971
C 3.6924 0.5965 3.3546
H -4.8449 -0.7975 0.8459
C 0.8467 -2.9359 -2.6516
H -1.1075 -0.0203 1.8805
H -1.2131 1.6807 -1.1343
C -2.9884 -2.9061 3.1094
C 3.8074 -0.0559 -1.8577
H -5.8501 -0.1665 2.4167
H 2.1127 2.0343 -0.6533
H 0.9011 4.5913 2.7980
N 3.1105 0.5343 -0.9785
C -4.1968 -3.5369 3.3551
H -7.1197 1.1730 -2.4780
C 2.9193 -2.9024 2.2787
C -5.0518 -3.7776 2.2937
C 6.1844 -2.9193 -2.0254
C 2.7534 1.1094 2.4719
C -2.8359 -4.1809 -2.2198
C 3.5452 0.7738 4.7221
C -3.1551 3.4107 0.7049
C 1.3105 -4.8080 -1.2324
H 2.3275 1.5877 6.2916
O -2.2233 0.8960 0.9237
H -1.6956 -2.0536 1.6392
C -3.0672 0.6010 4.9535
C 4.3673 -3.5848 -0.6133
C -5.3906 2.7883 1.2504
C -4.2542 0.0259 5.3839
H 0.1763 -5.8394 -4.2522
C 4.3262 -1.4138 -1.6361
C -5.4807 -4.1234 -3.0091
H -6.5217 -4.0877 -3.3122
H -6.1229 2.0376 1.5046
H -6.1848 -0.6778 4.7740
C -5.7889 4.1079 1.1325
S 0.4174 2.4324 1.8767
C -4.0655 2.4158 1.0336
C 1.5688 -4.0373 3.9108
H -3.5403 2.0287 -1.6608
C 2.4528 1.4664 5.2229
H -5.0954 2.7409 -2.0645
O -1.6807 -2.2624 -0.7439
C 5.5492 -1.7130 -2.2472
P 1.9491 -2.1743 -0.2652
H -1.5374 0.8626 -2.4040
C -5.2488 -0.2334 4.4569
C 0.7118 -3.6575 1.6951
C -3.5293 -0.7131 -0.8713
H 1.6337 -5.2165 -0.2834
H -2.6065 -0.1501 -0.9616
C -3.8534 0.5992 2.6629
C 0.9088 -5.6700 -2.2415
C -4.6409 -5.1021 -3.5164
H 2.8269 0.9368 1.4062
C -3.0333 -2.2414 -0.6585
O -0.2537 -0.4071 2.2446
C 0.5493 -4.1595 2.9757
H -4.4718 -3.8316 4.3610
C 0.4936 -5.1666 -3.4650
O 2.7643 1.8159 -1.3345
H 0.0992 -3.3895 -4.6047
H 0.9193 -6.7396 -2.0685
H -5.3939 -3.5954 0.2054
C 1.6791 1.8134 2.9883
H 3.8960 -4.3361 0.0062
C 1.5070 1.9866 4.3535
H -6.8275 4.3697 1.2997
H 0.3474 4.6597 1.1076
H 1.4379 -4.4290 4.9122
C 3.6981 -2.3817 -0.8375
C -5.0518 0.0549 3.1134
O -0.9510 1.5514 -2.0598
C -3.3149 -5.1273 -3.1116
H 0.6381 2.5113 4.7335
H -0.3888 -4.6315 3.2423
C -6.4128 0.3653 -2.6678
H -5.1819 6.1261 0.7043
C -3.5482 4.7364 0.5838
C -3.5018 -2.7363 0.7456
C 5.5968 -3.8559 -1.1839
C -4.9977 -3.1836 -2.1114
C 1.2918 -3.4319 -1.4304
H -4.1638 1.8740 -3.3071
H 3.5466 -3.2919 4.2895
C -3.6640 -3.1910 -1.7057
H -2.2833 0.8257 5.6695
H -2.8165 5.4899 0.3141
H -0.4741 -0.6834 3.1399
H 4.2767 0.3564 5.4026
*
```

Summary:
energy: -4201.83784 Eh
HOMO-LUMO gap: 6.83 eV
HOMO: -4.78 eV
lowest unoccupied orbital energy: 0.076 Eh

One molecule with the formula C7H10O2. Source: the OMol25 dataset; level of theory: ωB97M-V/def2-TZVPD.

ORCA input file:
```
! wB97M-V def2-TZVPD RIJCOSX def2/J DEFGRID3
* xyz 0 1
H -0.9539 -1.2201 -3.1677
H -0.1833 1.6520 0.4958
H -1.6422 1.1908 1.4215
O -0.2278 -0.6950 2.7351
H 0.9055 0.1686 -2.7915
H 1.4914 1.8585 2.1201
C 0.1602 0.1952 2.0301
H -0.2046 -2.3641 -2.0905
C -0.4653 -0.4242 -1.2371
H 2.0545 0.5049 1.1764
H -1.8730 -1.9003 -1.8563
C 1.5376 0.7785 2.0881
C 0.6222 0.4149 -1.7418
O 1.2201 1.2793 -1.1533
H 2.0769 0.4087 2.9500
C -0.9022 -1.5421 -2.1429
C -0.7228 0.8289 0.9473
H -1.8361 -0.9086 0.2641
C -1.0571 -0.2261 -0.0474
*
```

Summary:
energy: -423.17682 Eh
HOMO-LUMO gap: 9.39 eV
HOMO: -9.34 eV
lowest unoccupied orbital energy: 0.002 Eh
SMILES: CC(=O)C/C=C(/C)C=O

C36H44Cl4CrGeN3O2PSb as an isolated structure. Source: the OMol25 dataset; level of theory: ωB97M-V/def2-TZVPD.

ORCA input file:
```
! wB97M-V def2-TZVPD RIJCOSX def2/J DEFGRID3
* xyz 0 6
H -0.3162 2.5491 2.2219
C 1.7493 -0.1540 4.2718
H 7.9365 -0.8385 0.5189
C 0.8572 -0.6391 5.2695
H 2.0655 6.1772 0.2007
C -2.3565 -1.3948 3.0657
H 7.2486 1.5354 0.6652
C 1.7419 -0.7333 3.0201
C 3.3117 0.3226 -4.6636
Cl 0.9250 -7.5016 -0.0857
C 2.3938 0.3484 -2.4342
H 0.2960 -0.0894 -2.2972
C 4.2824 0.2002 -0.2966
H -2.5748 -0.4271 -2.8125
Cl 1.3654 -4.3355 1.1663
H 2.7425 2.2299 1.6917
H -1.3792 -1.7543 2.7385
C 2.5432 1.0113 4.4610
N 3.1635 1.9725 4.6109
Ge 2.1417 -5.7145 -0.7227
C -0.6973 1.5580 1.9561
H -4.3824 -2.9063 0.6900
H -4.1465 -2.0964 -1.6169
H 4.4575 0.7290 -2.8995
H -5.4535 -1.1329 -2.3053
H -0.0053 -0.3556 -4.7324
C -0.6262 -2.9824 -1.0272
C 2.4323 4.2549 1.0839
H -3.2264 1.8678 2.8010
C -3.6388 -2.8347 1.4815
H 1.9925 2.8543 -2.4926
P 2.5144 0.5626 -0.6220
H -3.9777 2.4815 1.3192
C -1.5677 -3.9639 -1.6382
H 6.2688 -2.5647 -0.1493
C -4.7995 -1.2412 -1.4331
H -5.4637 -0.8090 1.6002
C 3.4782 0.4901 -3.2974
H -1.1738 3.5475 0.1796
H -5.4631 1.0407 0.0832
C -3.3820 -1.3947 1.9303
H -2.7101 3.4062 2.1242
H -2.3967 2.7564 -0.8179
H -0.7476 2.1122 -0.7447
C -4.0221 0.0590 -1.2463
C 6.9203 -0.5485 0.2877
H 1.9308 -0.1108 -6.2490
H -5.4317 -1.4710 -0.5767
N 1.6299 -1.1624 1.9479
H 2.5600 4.6414 2.0869
C 1.9934 4.6034 -1.2544
H -2.7250 -3.3220 1.1558
C 1.1437 0.0421 -2.9636
H -4.0228 -3.3871 2.3453
C 6.0002 -1.5189 -0.0845
Cl 3.5743 -2.3766 -0.8342
C 5.2260 1.1493 0.0818
H -2.7013 -2.0704 3.8540
C -4.6906 -0.7392 2.3673
C -3.0392 2.3933 1.8652
H -2.6796 1.3008 -2.4608
O -0.9611 -2.3572 0.0531
H -4.4592 2.1634 -0.8466
C 2.5423 2.8929 0.8549
Cl 4.1104 -6.2242 0.2720
C -1.5460 2.5738 -0.1597
N 0.1017 -1.0014 6.0616
Cr 1.2808 -1.9486 0.1650
C -1.9163 1.7420 1.0656
H -5.0557 -1.2746 3.2501
H 0.1028 1.0179 1.4566
C 0.9709 -0.1123 -4.3322
H -5.7436 1.2603 -1.6443
C 2.1179 3.2382 -1.4883
H -4.5774 0.3067 2.6479
C 2.0574 0.0237 -5.1826
H -0.9294 1.0379 2.8828
H -1.1250 -4.4152 -2.5210
H 4.9419 2.1916 0.1512
H -3.9748 0.5009 -3.3545
H 4.1626 0.4212 -5.3251
C 2.3999 2.3734 -0.4359
O 0.5072 -2.7890 -1.5269
H -2.2396 -0.4129 3.5233
C -3.2582 0.3796 -2.5348
Sb -2.5161 -0.2413 0.2999
H 1.7758 5.2686 -2.0802
H -1.7829 -4.7386 -0.9001
C 4.7094 -1.1228 -0.3649
C 6.5339 0.7787 0.3705
C 2.1540 5.1128 0.0257
H -2.5074 -3.4702 -1.8934
C -4.9655 1.1986 -0.8746
*
```

Summary:
energy: -7256.80444 Eh
HOMO-LUMO gap (spin up / spin down): 7.78 / 5.02 eV
HOMO (spin up / spin down): -7.83 / -7.84 eV
lowest unoccupied orbital energy (spin up / spin down): -0.002 / -0.103 Eh
⟨S²⟩: 8.764

O20Pb6S5 as an isolated structure in a non-equilibrium geometry. Source: the OMol25 dataset; level of theory: ωB97M-V/def2-TZVPD.

ORCA input file:
```
! wB97M-V def2-TZVPD RIJCOSX def2/J DEFGRID3
* xyz 2 1
S 0.9783 0.0677 -4.3990
O -1.9226 -1.6154 0.4027
S 3.5764 -0.2410 0.3005
O -1.4251 4.3776 1.2376
Pb 1.1583 2.0288 -1.6996
O -0.3816 1.9973 1.5279
O 4.4828 -0.9985 -0.6279
Pb 2.3412 -1.8164 -1.8653
O -0.1193 -1.2166 5.3280
Pb -1.7919 -2.1885 -3.1403
O -1.3223 2.8395 -0.6503
O -0.4697 -1.3436 2.9415
O 4.0981 0.2570 1.5005
O -0.4078 0.2979 -4.5615
O 1.4737 -1.2729 -4.6006
O -2.7995 2.4075 1.3863
O -0.2624 -0.0563 -0.7335
S -1.2582 -0.8831 4.6383
O 1.7046 1.1143 -4.9521
Pb -2.0759 -2.8429 2.8280
S -1.3365 -0.9994 -0.7543
O 2.4887 -1.4103 0.6441
O -2.4164 -0.5246 -1.6422
O -1.9455 0.3005 4.2672
Pb -3.4795 2.1560 -0.6638
O -0.4632 -2.1329 -1.3978
O 1.3301 0.1013 -2.7318
O 2.6576 0.6986 -0.3960
Pb 1.1051 0.0591 2.0803
O -2.2122 -2.1438 4.7524
S -1.3055 2.9831 0.9806
*
```

Summary:
energy: -4652.38772 Eh
HOMO-LUMO gap: 7.89 eV
HOMO: -15.63 eV
lowest unoccupied orbital energy: -0.284 Eh

Among the records above, which one has the highest energy? C7H10O2

Among the records above, which one has the lowest energy? C36H44Cl4CrGeN3O2PSb